(1)
Here is 4 unconnected molecules or ions with the total composition C23H42F9NO12S from the OMol25 dataset. Energies are from ωB97M-V with the def2-TZVPD basis set.

Calculated values
SMILES   CC(=O)N(C)[C@]1(CCC(F)(F)C(F)(F)C(F)(F)C(F)(F)F)OS(=O)(=O)O[C@@H]1O.COCCOC.COCCOC.COCCOC
HOMO energy   -9.057 eV
Charge   0

Geometry as XYZ:
```
88
Properties=species:S:1:pos:R:3:forces:R:3:lowdin_charge:R:1
S -1.670 -2.254 1.027 -4.274 -5.561 3.872 0.90
F 3.101 0.510 -3.777 1.773 2.899 3.838 0.04
F 5.696 2.992 -0.987 -1.000 -5.566 1.226 0.05
F 1.296 2.241 -2.656 3.698 -0.289 2.195 -0.01
F 6.997 1.029 -0.627 -4.956 1.657 -0.140 0.03
F 4.962 1.202 0.598 1.714 1.491 -4.738 0.04
F 2.797 3.404 -1.216 -0.281 -4.128 -2.013 0.01
F 4.636 -0.763 -1.653 0.643 5.183 -0.711 0.03
F 6.025 0.611 -3.011 -3.682 0.326 3.386 0.03
F 4.267 2.581 -3.524 -1.790 -3.667 2.641 0.02
O -6.597 -2.276 -0.883 -0.362 -0.391 -0.096 -0.21
O -2.314 -3.429 0.235 2.392 5.335 1.801 -0.31
O -6.237 -4.428 -2.904 0.160 0.536 -0.025 -0.19
O -0.090 -2.903 1.345 -0.282 2.878 -1.436 -0.17
O -5.928 1.864 -2.695 -0.397 0.048 0.269 -0.20
O -7.469 3.568 -0.806 0.453 0.127 -0.343 -0.19
O 7.110 -0.135 3.413 0.265 0.320 0.184 -0.20
O 10.012 0.159 2.830 -0.418 -0.369 -0.145 -0.19
O -1.352 -0.835 0.137 0.919 -2.924 1.616 -0.20
O -2.315 -2.079 2.431 2.684 0.349 -5.902 -0.29
O 2.173 -2.264 0.352 -2.570 0.193 1.707 0.00
O 0.871 -1.205 3.799 1.320 5.854 -6.515 0.00
N -0.098 0.007 1.904 3.028 0.328 -0.679 -0.08
C 5.568 1.514 -0.717 3.489 0.478 1.528 -0.11
C 7.376 0.107 4.791 -0.142 -0.204 -0.054 -0.11
C 1.070 -0.282 2.818 -0.626 -4.284 5.470 -0.25
C 2.014 1.091 -0.543 -0.628 0.461 1.600 -0.06
C -5.775 0.889 -1.670 0.088 -0.078 -0.172 -0.10
C 4.914 0.684 -1.987 2.073 -2.144 -2.123 -0.07
C 0.522 0.437 -0.727 0.172 -0.972 -0.974 -0.06
C 8.954 0.351 1.884 0.145 0.499 0.471 -0.19
C -7.554 3.630 -2.234 -0.318 -0.525 0.328 -0.19
C 0.711 -2.111 0.397 -0.385 0.607 -1.749 -0.27
C -6.345 -3.455 -3.938 -0.116 -0.292 0.051 -0.11
C -7.292 2.259 -2.864 0.537 0.486 -0.158 -0.19
C -6.245 4.109 -0.319 -0.231 -0.103 0.137 -0.11
C 10.200 -1.215 3.151 0.157 0.190 0.080 -0.11
C 2.508 2.049 -1.773 -3.195 0.896 0.165 -0.17
C -5.274 -4.056 -1.912 -0.501 -0.369 0.258 -0.19
C 3.673 1.437 -2.736 0.244 1.091 -3.399 -0.09
C 2.544 0.435 2.787 0.020 -0.130 0.265 -0.03
C -0.500 1.464 1.894 -1.399 0.778 1.223 -0.06
C 0.075 -0.571 0.517 0.225 1.059 -0.831 -0.34
C -5.958 -3.534 -0.645 0.549 0.360 -0.259 -0.18
C 7.685 0.867 2.570 -0.050 -0.557 -0.382 -0.19
C -8.008 -2.407 -1.014 0.162 0.204 0.022 -0.11
H 2.524 1.588 2.528 -0.032 -2.524 0.247 0.09
H -8.451 -2.640 -0.040 -0.084 -0.055 -0.072 0.09
H 7.888 1.787 3.130 0.098 -0.127 -0.001 0.13
H 8.441 0.276 4.974 -0.060 0.046 -0.037 0.09
H 1.948 1.795 0.420 0.382 -1.393 -2.341 0.12
H 9.261 -1.699 3.434 0.016 0.022 -0.055 0.08
H 8.753 -0.571 1.326 -0.059 0.073 0.135 0.13
H -5.379 3.681 -0.832 -0.046 0.027 -0.034 0.08
H -7.206 -3.712 -4.561 0.112 -0.059 0.136 0.09
H -6.169 3.878 0.747 -0.125 -0.004 -0.151 0.09
H -6.492 -2.449 -3.535 0.051 -0.018 0.006 0.08
H -6.188 -0.069 -2.004 0.038 0.019 0.202 0.07
H -5.193 -3.361 0.119 -0.020 -0.072 -0.069 0.11
H 2.742 0.224 -0.251 -1.160 1.698 -0.966 0.11
H -6.260 1.200 -0.740 -0.026 -0.039 -0.048 0.09
H -4.706 0.758 -1.478 -0.135 0.052 -0.127 0.09
H 0.559 -0.247 -1.703 -0.221 1.447 2.138 0.16
H 0.259 -2.449 -0.645 1.737 0.751 1.696 0.18
H 0.386 2.228 1.876 -1.604 -1.418 -0.339 0.09
H -6.869 4.386 -2.637 0.010 -0.168 0.037 0.12
H 7.060 -0.772 5.360 -0.005 0.109 -0.185 0.09
H -0.343 1.214 -0.893 1.993 -1.440 0.414 0.14
H 10.644 -1.737 2.297 -0.051 -0.117 0.009 0.09
H 2.588 -2.278 1.264 -1.070 -0.014 -1.181 0.13
H 3.250 -0.180 2.055 -1.569 1.522 1.376 0.09
H 6.941 1.098 1.799 0.213 -0.010 0.187 0.09
H -5.446 -3.477 -4.562 0.022 0.132 -0.040 0.09
H 10.894 -1.278 3.994 -0.078 0.120 -0.138 0.09
H -6.669 -4.269 -0.251 0.021 0.047 -0.153 0.13
H -1.312 1.649 1.051 1.989 -0.387 1.747 0.12
H -8.576 3.939 -2.476 0.028 -0.012 -0.040 0.12
H -8.411 -1.450 -1.359 0.145 -0.076 0.081 0.08
H 6.797 0.971 5.134 0.101 0.031 0.082 0.09
H -7.975 1.503 -2.459 0.066 0.108 0.077 0.12
H 9.301 1.107 1.172 -0.064 -0.021 -0.004 0.12
H -4.713 -4.961 -1.661 0.014 0.084 0.042 0.12
H -8.277 -3.180 -1.740 0.028 -0.008 0.064 0.09
H -1.074 1.656 2.923 1.278 -0.447 -2.236 0.13
H -7.471 2.331 -3.943 -0.046 0.012 0.045 0.12
H -6.248 5.196 -0.438 0.123 0.039 -0.025 0.09
H -4.565 -3.319 -2.309 -0.137 -0.006 0.093 0.12
H 3.023 0.343 3.853 -1.180 -0.002 -2.063 0.11
```
Positions in Å, forces in eV/Å.

(2)
Here is a molecular structure, C12H22F8Na4O14P2 from the OMol25 dataset. Energies are from ωB97M-V with the def2-TZVPD basis set.

Calculated values
HOMO energy   -14.571 eV
Charge   +2

Geometry as XYZ:
```
62
Properties=species:S:1:pos:R:3:forces:R:3:lowdin_charge:R:1
P 16.946 -8.928 -2.568 1.064 0.868 0.701 0.38
P 15.198 -10.842 -6.413 -1.664 -3.505 -2.689 0.18
Na 17.727 -8.347 -6.341 -0.289 -0.650 -0.327 0.79
Na 15.121 -12.012 -3.105 -0.142 -0.555 -0.280 0.73
Na 14.055 -7.067 -3.802 0.214 -0.011 0.652 0.74
Na 19.994 -7.318 -1.013 -0.463 -0.271 0.204 0.80
F 16.377 -11.589 -5.638 0.583 -0.459 1.568 -0.15
F 16.492 -10.456 -2.342 0.965 1.211 -0.973 -0.13
F 13.998 -10.124 -7.203 1.001 0.177 0.360 -0.11
F 15.265 -9.672 -5.270 -0.421 0.808 0.355 -0.19
F 16.317 -10.071 -7.229 0.973 1.630 -0.869 -0.14
F 14.078 -11.620 -5.537 0.405 -0.129 0.685 -0.14
F 17.468 -8.825 -4.155 0.060 -0.734 2.014 -0.20
F 15.288 -12.111 -7.528 -0.683 2.072 1.469 -0.16
O 17.101 -4.658 2.470 -0.835 -1.868 -1.912 -0.02
O 15.731 -8.107 -2.565 -0.437 0.009 -0.379 -0.28
O 14.716 -3.067 -2.546 -0.993 2.555 -0.475 0.06
O 18.309 -12.760 0.102 -0.599 -1.891 -0.811 0.13
O 18.091 -8.626 -1.622 -0.899 -0.515 -2.032 -0.32
O 21.362 -12.500 -7.192 0.691 0.097 -3.233 0.04
O 22.182 -11.759 -5.242 -1.598 0.403 -0.709 0.11
O 16.858 -11.216 0.205 -2.956 3.010 -0.409 0.09
O 14.690 -5.259 -1.989 0.593 1.230 -0.405 0.07
O 18.097 -6.676 1.941 2.306 -0.845 -0.300 0.13
O 16.000 -6.209 1.423 -1.719 -0.180 -0.491 0.03
O 19.972 -12.060 -5.750 -0.849 1.441 1.309 0.02
O 16.533 -3.891 -2.079 -1.076 -0.045 0.913 0.03
O 16.206 -13.246 -0.538 2.127 3.136 0.285 0.10
C 15.230 -4.153 -2.145 0.746 -2.379 -0.095 -0.60
C 21.256 -12.025 -6.004 2.786 -0.542 1.603 -0.66
C 18.211 -4.083 3.126 0.238 0.071 0.273 -0.04
C 15.707 -7.416 0.680 0.631 0.350 -1.508 -0.01
C 17.181 -5.927 1.920 -1.359 2.025 1.382 -0.61
C 19.596 -11.742 -4.399 -1.071 -1.052 -0.587 -0.02
C 22.574 -12.395 -7.965 1.165 -0.542 -0.084 -0.01
C 17.062 -12.421 -0.120 -2.759 -5.991 -1.896 -0.60
C 13.324 -3.038 -2.778 -1.228 -0.750 0.162 0.00
C 17.437 -4.894 -1.701 0.406 -0.244 -1.398 -0.03
C 18.838 -11.803 0.923 3.846 -0.864 2.276 -0.15
C 17.954 -10.641 0.845 0.462 1.312 -0.030 -0.10
H 12.860 -3.492 -1.903 -0.369 -0.077 -0.292 0.11
H 15.018 -7.149 -0.121 -0.439 0.447 0.529 0.08
H 13.139 -3.611 -3.687 -0.299 -0.099 0.071 0.10
H 23.324 -11.681 -7.624 -0.408 0.014 0.777 0.10
H 18.065 -4.757 -2.581 1.505 -0.386 0.709 0.11
H 17.531 -10.228 1.760 0.784 0.215 0.036 0.16
H 20.165 -11.002 -3.836 0.415 -0.130 -0.519 0.09
H 18.504 -9.956 0.199 -0.995 0.759 0.118 0.11
H 19.589 -12.720 -3.918 -0.015 0.318 0.646 0.11
H 17.072 -5.915 -1.811 -0.590 0.075 0.561 0.07
H 22.432 -12.119 -9.010 -1.037 -0.067 0.180 0.09
H 12.894 -2.047 -2.919 0.841 0.143 0.116 0.11
H 17.845 -4.655 -0.718 0.232 -0.167 -0.182 0.11
H 19.846 -11.698 0.521 0.131 0.757 0.366 0.15
H 19.120 -4.121 2.524 0.100 -0.459 0.175 0.09
H 18.568 -11.417 -4.563 -0.076 0.064 0.500 0.06
H 18.272 -4.576 4.096 0.614 0.267 -0.008 0.11
H 15.300 -8.293 1.183 0.227 0.508 0.829 0.11
H 23.042 -13.379 -7.981 -0.037 0.038 0.153 0.10
H 16.547 -7.716 0.054 0.532 -0.105 0.649 0.05
H 18.959 -12.171 1.942 -0.131 -0.310 0.058 0.15
H 17.984 -3.022 3.230 -0.207 -0.186 0.210 0.10
```
Positions in Å, forces in eV/Å.

(3)
Here is 2 unconnected molecules or ions with the total composition C5H16N3 from the OMol25 dataset. Energies are from ωB97M-V with the def2-TZVPD basis set.

Calculated values
HOMO energy   -12.865 eV
Charge   +1

Geometry as XYZ:
```
24
Properties=species:S:1:pos:R:3:forces:R:3:lowdin_charge:R:1
N 1.857 -2.126 -0.527 0.099 0.234 -0.027 -0.12
N -0.426 -1.495 -0.150 -0.020 -0.083 0.058 0.04
N -1.444 0.741 0.795 0.162 -0.113 -0.178 -0.01
C -0.721 1.961 0.416 -0.029 -0.014 -0.060 -0.21
C -0.954 2.286 -1.051 -0.021 -0.060 -0.002 -0.06
C 2.639 -1.455 0.513 -0.098 0.030 -0.094 -0.11
C 0.774 -1.324 -1.028 0.003 -0.069 -0.008 -0.27
C -2.464 0.767 1.537 -0.027 -0.056 0.034 0.12
H 2.019 -1.284 1.395 0.007 -0.007 0.020 0.07
H -2.826 1.707 1.936 -0.084 0.043 0.069 0.11
H -2.979 -0.156 1.778 0.002 -0.008 -0.006 0.11
H -1.047 2.778 1.059 0.017 0.011 0.025 0.12
H -0.116 -2.057 0.643 -0.020 0.003 -0.037 0.11
H -0.657 1.459 -1.697 0.042 0.003 0.002 0.07
H 3.461 -2.095 0.816 0.058 -0.035 0.033 0.09
H -0.363 3.159 -1.322 0.000 0.021 -0.037 0.09
H 0.515 -1.641 -2.038 0.021 0.041 0.063 0.13
H 0.335 1.772 0.604 0.041 0.015 0.046 0.12
H 2.462 -2.400 -1.287 0.006 -0.136 -0.022 0.11
H -2.003 2.503 -1.245 -0.022 0.039 0.023 0.09
H -1.028 -0.279 0.358 -0.044 0.194 0.033 0.10
H -1.102 -2.080 -0.630 -0.057 -0.021 0.003 0.11
H 3.042 -0.488 0.184 0.002 -0.038 0.029 0.08
H 1.024 -0.255 -1.060 -0.041 0.008 0.034 0.10
```
Positions in Å, forces in eV/Å.